[1]
Here is C16H21ClN2O6SSi as an isolated structure at a distorted geometry from the OMol25 dataset. Energies are from wB97M-V/def2-TZVPD.

Calculated values
gap between HOMO and LUMO = 7.37 eV
lowest unoccupied orbital energy = -0.60 eV
HOMO = -7.971 eV

CARTESIAN COORDINATES (ANGSTROEM)
C 0.9425 0.9959 3.5413
C 0.8546 -0.6286 3.2910
Cl 2.5958 -1.3091 3.1076
C -0.0182 -0.9536 1.9661
Si -1.7209 -1.7810 2.2934
S -1.7897 -2.8923 4.1871
C -3.1312 -0.4366 2.4616
O -3.2165 0.3771 1.2455
O -3.9629 1.4596 1.5608
H 1.0656 1.1756 4.6937
H 1.8168 1.4935 2.9778
H -0.1040 1.4316 3.2703
H 0.4513 -1.0833 4.2699
H 0.6253 -1.6815 1.3066
H -0.1752 -0.0052 1.2910
H -2.0034 -2.7314 1.1895
H -2.1753 -1.8800 5.0986
H -2.9063 0.1874 3.4275
H -4.1234 -1.0157 2.6242
H -4.6983 1.1557 2.1674
C 4.7009 0.8976 -2.3926
C 4.4870 0.3930 -1.1118
C 4.0209 1.2301 -0.1010
C 3.7672 2.5739 -0.3862
C 3.9873 3.0859 -1.6665
C 4.4563 2.2410 -2.6696
N 3.2524 3.4531 0.6677
O 3.0894 2.9701 1.7864
O 3.0094 4.6201 0.3723
H 5.0595 0.2396 -3.1802
H 4.6810 -0.6549 -0.9020
H 3.8586 0.8229 0.8928
H 3.7980 4.1300 -1.8975
H 4.6280 2.6287 -3.6696
C -1.8490 -2.6032 -4.3559
C -2.0658 -3.1143 -3.0782
C -2.5432 -2.2845 -2.0662
C -2.8053 -0.9413 -2.3466
C -2.5822 -0.4229 -3.6239
C -2.1019 -1.2606 -4.6284
N -3.3324 -0.0689 -1.2916
O -3.4993 -0.5566 -0.1676
O -3.5830 1.1048 -1.5857
H -1.4818 -3.2554 -5.1443
H -1.8652 -4.1618 -2.8718
H -2.7075 -2.6970 -1.0753
H -2.7778 0.6207 -3.8517
H -1.9281 -0.8676 -5.6260

[2]
Here is C38H84Cl22O8 as an isolated structure at a distorted geometry from the OMol25 dataset. Energies are from wB97M-V/def2-TZVPD.

Calculated values
gap between HOMO and LUMO = 6.89 eV
lowest unoccupied orbital energy = -0.09 eV
HOMO = -6.972 eV

CARTESIAN COORDINATES (ANGSTROEM)
C 0.3258 -0.2198 1.9663
O -0.1615 -0.4142 0.6298
C 0.8220 -0.1766 -0.3845
C -0.0236 0.0107 -1.6308
O -0.4521 -1.2449 -2.1785
C -1.3631 -1.1384 -3.2965
H 0.8684 -1.0669 2.3861
H -0.5341 -0.0522 2.6149
H 0.9515 0.6639 2.0907
H 1.4356 -1.0513 -0.6002
H 1.4582 0.6986 -0.2523
H 0.5301 0.5257 -2.4158
H -0.8761 0.6616 -1.4364
H -1.1818 -1.9502 -4.0008
H -1.2768 -0.2281 -3.8898
H -2.3799 -1.1892 -2.9070
C -4.6394 2.9708 -1.3381
O -4.2577 2.6595 0.0065
C -3.0759 3.2958 0.4842
C -1.7609 2.8169 -0.1729
O -1.6163 1.4011 -0.3632
C -1.7258 0.5794 0.7901
H -5.4618 2.3234 -1.6422
H -3.7739 2.9036 -1.9973
H -5.0239 3.9781 -1.4982
H -2.9883 3.1472 1.5605
H -3.1839 4.3786 0.4205
H -0.9330 3.0467 0.4979
H -1.6680 3.3504 -1.1189
H -1.6104 -0.4641 0.4969
H -2.6849 0.6244 1.3059
H -0.9110 0.8548 1.4597
C 1.5813 -1.5370 4.7727
O 1.9733 -1.5461 3.3758
C 2.5635 -2.7537 2.9801
C 3.0780 -2.8066 1.5942
O 1.9685 -2.7233 0.6879
C 2.3542 -2.0136 -0.5201
H 2.4843 -1.6733 5.3677
H 0.9225 -2.3927 4.9209
H 1.1208 -0.6144 5.1257
H 1.9753 -3.6509 3.1727
H 3.3858 -2.8526 3.6888
H 3.6923 -3.6943 1.4431
H 3.8136 -2.0484 1.3256
H 1.6288 -2.0777 -1.3312
H 3.3388 -2.3379 -0.8570
H 2.4261 -0.9457 -0.3138
C 0.8179 0.7369 6.1024
O 1.5427 1.4670 5.1319
C 1.1908 1.1208 3.7680
C -0.3006 1.4317 3.3975
O -0.7039 2.6954 3.8614
C -2.0188 3.0052 3.4605
H 0.6777 -0.3321 5.9425
H -0.1745 1.1251 6.3314
H 1.3024 0.8580 7.0714
H 1.5896 0.1245 3.5772
H 1.7224 1.7038 3.0160
H -1.0167 0.7230 3.8135
H -0.4028 1.3409 2.3161
H -2.2819 4.0434 3.6629
H -2.7100 2.4792 4.1190
H -2.3676 2.7902 2.4504
Cl -0.9114 0.8738 -6.3060
C -1.9255 0.2895 -5.0164
C -3.3693 0.8422 -5.1154
Cl -4.1199 0.4790 -6.7905
H -1.3991 0.5909 -4.1107
H -1.8062 -0.7889 -5.1201
H -3.4187 1.9303 -5.0735
H -3.9983 0.3823 -4.3533
Cl 0.2866 -2.8082 -4.7546
C 1.2360 -2.4453 -3.2021
C 1.3355 -3.6174 -2.2779
Cl -0.3045 -4.1575 -1.7717
H 0.8294 -1.5629 -2.7078
H 2.2609 -2.2159 -3.4937
H 1.9559 -3.3568 -1.4205
H 1.8694 -4.4481 -2.7392
Cl 2.6817 1.8424 1.8497
C 2.5766 0.1594 2.3325
C 4.0108 -0.3472 2.4628
Cl 4.8287 -0.3422 0.8990
H 1.9913 -0.4721 1.6642
H 2.1407 0.0612 3.3267
H 4.0715 -1.3490 2.8879
H 4.6290 0.1995 3.1748
Cl -2.5592 2.9694 -4.0238
C -0.8816 3.1008 -3.3074
C -0.1075 1.8478 -3.5912
Cl 1.4696 1.8835 -2.7805
H -0.9343 3.3673 -2.2518
H -0.3446 3.9328 -3.7630
H 0.0706 1.8461 -4.6665
H -0.7489 1.0291 -3.2650
Cl 2.9627 -0.4500 -5.7241
C 3.3059 0.4551 -4.2365
C 3.3044 -0.4026 -3.0130
Cl 1.6818 -0.6608 -2.3416
H 2.5397 1.2210 -4.1162
H 4.3114 0.8735 -4.2795
H 3.9028 -0.0198 -2.1862
H 3.5689 -1.4329 -3.2510
Cl 3.5238 2.4000 -3.2694
C 3.3480 2.5454 -1.4440
C 3.1980 1.1677 -0.7681
Cl 4.7356 0.3364 -0.9444
H 2.4155 3.1046 -1.3675
H 4.1913 3.1473 -1.1052
H 2.5602 0.5286 -1.3788
H 2.9411 1.2575 0.2874
Cl -2.7928 -2.6943 -2.5691
C -2.1507 -3.3344 -1.0597
C -1.6557 -2.2169 -0.0733
Cl -3.0262 -1.5457 0.7405
H -1.4058 -4.1176 -1.2004
H -2.9222 -3.9839 -0.6462
H -1.1438 -1.3774 -0.5436
H -1.0745 -2.6672 0.7314
Cl -0.1907 -0.6494 4.2299
C -1.3356 -1.7384 3.2797
C -2.7540 -1.2297 3.5034
Cl -2.9667 0.3659 2.6266
H -1.2529 -2.7612 3.6474
H -1.0086 -1.7768 2.2406
H -3.0113 -1.0937 4.5538
H -3.5454 -1.8089 3.0277
Cl 0.8819 -5.9570 1.2130
C 0.7050 -4.2778 0.5996
C 0.2728 -3.3934 1.7668
Cl -1.2188 -3.9803 2.5412
H -0.0186 -4.2118 -0.2129
H 1.5212 -3.9706 -0.0542
H 0.2761 -2.3270 1.5411
H 1.0295 -3.4960 2.5447
Cl 3.4298 3.8426 0.8193
C 1.6534 4.2896 0.7873
C 0.7880 3.0182 0.7858
Cl 0.8904 2.0128 -0.6654
H 1.4901 4.8914 -0.1067
H 1.4363 5.0088 1.5771
H -0.2431 3.3671 0.7294
H 0.7705 2.5251 1.7577
Cl -2.3959 0.6753 -2.9396
C -3.4331 0.2692 -1.5597
C -4.8936 -0.1265 -2.0297
Cl -5.7810 -1.2610 -0.9957
H -3.4257 1.1305 -0.8917
H -2.9421 -0.5483 -1.0316
H -4.8217 -0.6102 -3.0038
H -5.6416 0.6324 -2.2592

Q: Which value of lowest unoccupied orbital energy does entry 1 give?
A: -0.60 eV

Q: What is the formula in the second record?
A: C38H84Cl22O8

Q: What is the lowest unoccupied orbital energy in the second record?
A: -0.09 eV

Q: The lowest lowest unoccupied orbital energy belongs to which entry?
A: C16H21ClN2O6SSi